[1]
# C38H56N10O6Ti

A molecular structure, C38H56N10O6Ti in a non-equilibrium geometry (ωB97M-V with the def2-TZVPD basis set, OMol25).

Orbital gap (alpha / beta)   5.9 / 2.8 eV
Total energy   -3329.948914 a.u.
Total charge   0
HOMO (alpha / beta)   -0.2414 / -0.2810 hartree
Largest force on an atom   6.6 eV Å⁻¹
Multiplicity   5

Atoms and positions in Å:
Ti (-2.20, 0.01, 1.93)
C (-0.43, -0.06, -0.27)
O (0.04, -0.14, -1.40)
O (-0.36, -0.99, 0.53)
O (-1.05, 0.97, 0.11)
C (-1.68, 0.94, 6.55)
C (-1.34, 1.13, 5.11)
O (-2.10, 0.88, 4.16)
N (-0.09, 1.53, 4.88)
C (0.56, 1.64, 3.58)
H (-1.49, -0.08, 6.88)
H (-2.76, 1.04, 6.60)
H (-1.17, 1.54, 7.31)
H (0.50, 1.55, 5.70)
H (1.58, 1.26, 3.62)
H (0.57, 2.70, 3.32)
H (0.06, 1.10, 2.78)
C (-4.20, 1.20, -1.52)
C (-3.48, 2.31, -2.29)
O (-4.11, 3.21, -2.88)
N (-2.11, 2.21, -2.23)
C (-1.26, 3.17, -2.91)
H (-5.19, 0.98, -1.91)
H (-4.35, 1.53, -0.49)
H (-3.53, 0.35, -1.62)
H (-1.68, 1.59, -1.57)
H (-0.36, 3.12, -2.30)
H (-1.70, 4.17, -2.95)
H (-1.12, 2.91, -3.96)
C (-1.18, -0.42, -4.89)
C (-0.16, -1.57, -4.80)
O (0.46, -1.86, -5.78)
N (-0.06, -2.19, -3.60)
C (0.88, -3.32, -3.27)
H (-0.72, 0.40, -5.43)
H (-1.40, -0.07, -3.88)
H (-2.09, -0.78, -5.37)
H (-0.31, -1.64, -2.79)
H (1.37, -3.62, -4.20)
H (0.39, -4.19, -2.84)
H (1.62, -3.06, -2.52)
N (2.82, -1.46, -0.90)
C (4.02, -0.90, -1.25)
C (4.95, -1.82, -0.79)
C (4.28, -2.94, -0.25)
C (2.97, -2.63, -0.25)
H (1.96, -0.92, -0.91)
H (4.15, 0.11, -1.62)
H (6.03, -1.78, -0.84)
H (4.75, -3.85, 0.08)
H (2.09, -3.11, 0.17)
N (-2.10, 3.50, 0.93)
C (-2.34, 4.65, 0.21)
C (-2.62, 5.68, 1.08)
C (-2.53, 5.17, 2.40)
C (-2.19, 3.83, 2.24)
H (-1.83, 2.59, 0.57)
H (-2.15, 4.56, -0.85)
H (-2.86, 6.68, 0.75)
H (-2.59, 5.62, 3.38)
H (-2.03, 3.04, 2.95)
N (1.89, 1.39, -3.12)
C (2.78, 2.25, -2.46)
C (3.83, 2.42, -3.30)
C (3.60, 1.66, -4.46)
C (2.41, 1.01, -4.32)
H (1.10, 1.00, -2.62)
H (2.44, 2.73, -1.55)
H (4.67, 3.08, -3.18)
H (4.23, 1.69, -5.34)
H (1.77, 0.35, -4.90)
N (-2.86, -2.16, -1.72)
C (-3.17, -2.74, -2.90)
C (-4.43, -3.34, -2.76)
C (-4.83, -3.13, -1.46)
C (-3.80, -2.46, -0.85)
H (-1.96, -1.77, -1.50)
H (-2.62, -2.64, -3.82)
H (-5.02, -3.78, -3.55)
H (-5.77, -3.40, -1.00)
H (-3.71, -2.11, 0.17)
N (1.54, -1.35, 2.84)
C (2.89, -1.24, 3.03)
C (3.14, -1.45, 4.38)
C (1.95, -1.54, 5.05)
C (0.99, -1.58, 4.07)
H (0.98, -1.10, 2.04)
H (3.47, -0.90, 2.18)
H (4.11, -1.39, 4.85)
H (1.78, -1.63, 6.11)
H (-0.08, -1.71, 4.20)
N (1.39, 2.50, 0.87)
C (2.47, 1.71, 1.15)
C (3.41, 2.48, 1.74)
C (2.97, 3.83, 1.68)
C (1.71, 3.81, 1.10)
H (0.64, 2.21, 0.25)
H (2.52, 0.67, 0.84)
H (4.40, 2.19, 2.06)
H (3.46, 4.72, 2.07)
H (0.92, 4.51, 0.86)
N (-0.36, -3.85, 0.93)
C (0.47, -4.68, 1.62)
C (0.07, -5.99, 1.60)
C (-1.04, -5.99, 0.78)
C (-1.28, -4.66, 0.33)
H (-0.34, -2.84, 0.84)
H (1.28, -4.27, 2.20)
H (0.57, -6.78, 2.15)
H (-1.64, -6.87, 0.58)
H (-2.11, -4.35, -0.28)

---

[2]
# C38H57As2CsN6S3Si2

A molecular structure, C38H57As2CsN6S3Si2 (ωB97M-V with the def2-TZVPD basis set, OMol25).

Orbital gap   3.5 eV
Total energy   -8076.046897 a.u.
Total charge   -2
HOMO   -0.0192 hartree
Largest force on an atom   0.6 eV Å⁻¹
Multiplicity   1
Energy relative to the best compared isomer or geometry (same formula, charge and spin)   76.0 kJ/mol

Atoms and positions in Å:
Cs (-1.09, -0.45, 0.01)
C (-1.93, 3.85, -3.53)
C (-1.88, 2.51, -2.83)
N (-1.97, 2.39, -1.57)
N (-2.18, 3.53, -0.88)
C (-2.29, 3.58, 0.49)
N (-2.49, 4.91, 0.88)
S (-2.13, 2.34, 1.54)
C (-1.72, 1.27, -3.63)
C (-2.06, 1.24, -4.99)
C (-1.93, 0.04, -5.68)
C (-1.47, -1.08, -5.02)
C (-1.16, -0.95, -3.67)
N (-1.29, 0.19, -3.00)
H (-1.31, 4.57, -2.98)
H (-2.95, 4.25, -3.58)
H (-1.54, 3.79, -4.53)
H (-2.49, 4.36, -1.38)
H (-1.80, 5.54, 0.47)
H (-2.47, 4.98, 1.89)
H (-2.43, 2.11, -5.49)
H (-2.20, -0.01, -6.73)
H (-1.36, -2.04, -5.51)
H (-0.81, -1.81, -3.10)
S (-2.58, -2.97, 1.37)
C (-2.72, -4.57, 0.68)
C (-3.70, -5.45, 1.18)
C (-3.84, -6.74, 0.70)
C (-2.99, -7.21, -0.30)
C (-2.03, -6.36, -0.81)
C (-1.88, -5.05, -0.35)
As (-0.53, -3.85, -1.09)
C (1.16, -4.33, -0.36)
C (1.95, -3.22, 0.33)
C (3.43, -3.54, 0.24)
C (3.87, -4.82, 0.13)
C (2.99, -5.92, -0.09)
C (1.66, -5.62, -0.39)
C (-0.53, -4.67, -2.90)
C (0.56, -5.32, -3.47)
C (0.51, -5.78, -4.79)
C (-0.63, -5.61, -5.55)
C (-1.74, -4.97, -4.99)
C (-1.68, -4.51, -3.68)
H (-4.35, -5.09, 1.96)
H (-4.60, -7.39, 1.11)
H (-3.09, -8.23, -0.68)
H (-1.37, -6.72, -1.60)
H (1.76, -2.27, -0.18)
H (4.14, -2.72, 0.38)
H (4.94, -5.00, 0.18)
H (3.37, -6.93, -0.16)
H (1.01, -6.42, -0.73)
H (1.45, -5.47, -2.87)
H (1.37, -6.29, -5.21)
H (-0.67, -5.97, -6.58)
H (-2.64, -4.84, -5.58)
H (-2.55, -4.03, -3.25)
C (0.99, 4.62, 0.56)
Si (1.47, 4.05, 2.31)
C (0.26, 4.92, 3.50)
C (3.12, 4.93, 2.64)
As (1.55, 1.76, 2.35)
Si (1.17, 1.50, 4.60)
C (1.60, -0.28, 5.07)
C (-0.61, 1.76, 5.18)
C (2.22, 2.60, 5.75)
H (0.90, 5.72, 0.51)
H (0.05, 4.18, 0.25)
H (1.75, 4.30, -0.15)
H (0.16, 5.98, 3.24)
H (0.62, 4.87, 4.53)
H (-0.71, 4.44, 3.47)
H (3.03, 6.01, 2.55)
H (3.87, 4.58, 1.93)
H (3.48, 4.70, 3.65)
H (0.99, -0.99, 4.50)
H (1.42, -0.46, 6.14)
H (2.64, -0.50, 4.85)
H (-1.28, 1.07, 4.65)
H (-0.97, 2.77, 4.96)
H (-0.71, 1.58, 6.25)
H (3.29, 2.44, 5.54)
H (2.03, 2.35, 6.80)
H (2.01, 3.66, 5.60)
C (2.66, 1.12, -6.04)
C (1.84, 0.72, -4.82)
N (2.31, -0.49, -4.18)
C (3.26, -0.51, -3.21)
S (4.12, 0.86, -2.76)
N (3.48, -1.71, -2.64)
C (2.91, -2.98, -3.06)
C (3.58, -3.53, -4.31)
H (2.27, 2.04, -6.48)
H (2.63, 0.33, -6.79)
H (3.69, 1.29, -5.74)
H (0.80, 0.55, -5.11)
H (1.85, 1.53, -4.08)
H (1.75, -1.32, -4.29)
H (4.12, -1.71, -1.85)
H (1.83, -2.89, -3.18)
H (3.03, -3.66, -2.22)
H (3.50, -2.83, -5.15)
H (3.11, -4.46, -4.61)
H (4.64, -3.72, -4.12)
C (1.52, -3.02, 1.79)
H (1.75, -3.91, 2.37)
H (0.43, -2.85, 1.87)
H (2.04, -2.16, 2.24)

---

[3]
# C38H57BN10S3V

A molecular structure, C38H57BN10S3V in a non-equilibrium geometry (ωB97M-V with the def2-TZVPD basis set, OMol25).

Orbital gap (alpha / beta)   7.3 / 7.1 eV
Total energy   -4191.955018 a.u.
Total charge   +4
HOMO (alpha / beta)   -0.7135 / -0.6875 hartree
Largest force on an atom   1.2 eV Å⁻¹
Multiplicity   2
Energy relative to the best compared isomer or geometry (same formula, charge and spin)   65.3 kJ/mol

Atoms and positions in Å:
V (-0.48, -0.13, -0.30)
C (-1.62, 2.72, -0.14)
C (-1.20, 2.57, -1.59)
N (-1.24, 1.11, -1.98)
C (-2.64, 0.63, -2.22)
C (-3.28, 0.13, -0.96)
C (-4.65, 0.10, -0.79)
C (-5.17, -0.44, 0.38)
C (-4.31, -0.93, 1.36)
C (-2.96, -0.86, 1.14)
C (-1.93, -1.41, 2.09)
N (-0.61, -0.72, 1.89)
C (-0.50, 0.52, 2.73)
C (-1.25, 1.67, 2.09)
N (-0.79, 1.79, 0.68)
N (-2.45, -0.33, 0.00)
H (-1.52, 3.75, 0.19)
H (-2.67, 2.44, -0.01)
H (-1.84, 3.16, -2.24)
H (-0.18, 2.93, -1.72)
H (-0.75, 1.03, -2.86)
H (-3.25, 1.41, -2.68)
H (-2.60, -0.19, -2.93)
H (-5.30, 0.49, -1.57)
H (-6.24, -0.46, 0.54)
H (-4.70, -1.35, 2.28)
H (-2.26, -1.33, 3.12)
H (-1.79, -2.47, 1.88)
H (0.09, -1.37, 2.24)
H (-0.85, 0.34, 3.74)
H (0.56, 0.77, 2.79)
H (-2.32, 1.48, 2.09)
H (-1.09, 2.58, 2.65)
H (0.14, 2.21, 0.73)
C (-2.01, -4.59, -2.10)
C (-1.04, -4.39, -0.96)
C (-0.82, -5.32, 0.01)
C (0.03, -5.05, 1.11)
N (0.71, -3.91, 1.17)
N (0.54, -3.03, 0.19)
B (1.37, -1.71, 0.09)
N (2.31, -1.73, -1.18)
N (2.79, -2.90, -1.55)
C (3.65, -2.92, -2.58)
C (4.04, -1.73, -3.20)
C (3.54, -0.50, -2.81)
C (3.93, 0.79, -3.48)
C (2.63, -0.58, -1.75)
S (1.74, 0.80, -1.07)
C (4.18, -4.27, -3.03)
C (5.72, -4.23, -2.96)
C (3.65, -5.41, -2.15)
C (3.73, -4.49, -4.49)
N (2.39, -1.42, 1.27)
N (2.94, -2.54, 1.79)
C (3.77, -2.45, 2.80)
C (3.95, -1.20, 3.45)
C (3.55, -0.05, 2.84)
C (3.91, 1.30, 3.43)
C (2.81, -0.20, 1.66)
S (2.74, 1.27, 0.67)
C (4.54, -3.68, 3.24)
C (6.04, -3.30, 3.26)
C (4.32, -4.84, 2.28)
C (4.09, -4.06, 4.67)
C (-0.34, -3.18, -0.81)
S (-0.59, -1.80, -1.84)
C (0.24, -6.08, 2.21)
C (0.66, -5.43, 3.53)
C (1.36, -7.02, 1.69)
C (-1.04, -6.90, 2.43)
H (-2.45, -5.59, -2.05)
H (-1.52, -4.48, -3.07)
H (-2.81, -3.86, -2.05)
H (-1.33, -6.27, -0.04)
H (4.75, -1.77, -4.02)
H (4.89, 0.69, -3.97)
H (3.99, 1.62, -2.77)
H (3.19, 1.05, -4.25)
H (6.07, -4.03, -1.94)
H (6.15, -3.49, -3.64)
H (6.11, -5.21, -3.26)
H (3.94, -5.28, -1.10)
H (4.06, -6.35, -2.51)
H (2.56, -5.48, -2.20)
H (4.12, -3.72, -5.16)
H (2.63, -4.50, -4.57)
H (4.10, -5.45, -4.84)
H (4.47, -1.16, 4.40)
H (4.89, 1.26, 3.89)
H (3.19, 1.58, 4.22)
H (3.93, 2.12, 2.71)
H (6.38, -2.97, 2.27)
H (6.61, -4.19, 3.52)
H (6.28, -2.53, 4.00)
H (4.45, -4.53, 1.23)
H (3.32, -5.27, 2.39)
H (5.05, -5.62, 2.49)
H (4.32, -3.28, 5.40)
H (4.63, -4.96, 4.97)
H (3.02, -4.28, 4.71)
H (1.42, -4.66, 3.39)
H (1.06, -6.19, 4.20)
H (-0.21, -4.98, 4.03)
H (2.29, -6.47, 1.49)
H (1.06, -7.52, 0.76)
H (1.56, -7.79, 2.43)
H (-1.91, -6.26, 2.59)
H (-0.91, -7.51, 3.33)
H (-1.25, -7.59, 1.61)

---

[4]
# C38H57Cl3N13O4Ta

A molecular structure, C38H57Cl3N13O4Ta in a non-equilibrium geometry (ωB97M-V with the def2-TZVPD basis set, OMol25).

Orbital gap   7.4 eV
Total energy   -3932.184780 a.u.
Total charge   +2
HOMO   -0.4743 hartree
Largest force on an atom   5.0 eV Å⁻¹
Multiplicity   1
Energy relative to the best compared isomer or geometry (same formula, charge and spin)   277.6 kJ/mol

Atoms and positions in Å:
Ta (-0.10, 0.36, -0.63)
C (1.57, -0.57, 2.72)
N (1.94, -1.78, 2.01)
C (1.95, -2.97, 2.85)
C (2.44, -1.80, 0.74)
N (2.10, -0.91, -0.16)
C (3.06, -0.75, -1.26)
C (2.59, 0.14, -2.39)
N (1.86, 1.34, -1.96)
C (1.27, 2.00, -3.13)
C (0.13, 2.89, -2.72)
N (-0.96, 2.04, -2.27)
C (-2.17, 2.27, -2.72)
N (-3.11, 1.25, -2.67)
C (-3.17, 0.36, -3.84)
C (-4.41, 1.55, -2.08)
N (-2.53, 3.47, -3.23)
C (-2.01, 4.74, -2.74)
C (-3.50, 3.57, -4.32)
C (2.75, 2.28, -1.27)
C (2.84, 2.06, 0.22)
N (1.51, 2.18, 0.77)
C (1.37, 2.87, 1.87)
N (2.39, 3.12, 2.74)
C (2.49, 4.39, 3.45)
C (3.42, 2.17, 3.10)
N (0.16, 3.43, 2.18)
C (-0.63, 4.12, 1.17)
C (-0.30, 3.58, 3.55)
N (3.35, -2.79, 0.48)
C (4.46, -3.06, 1.38)
C (3.28, -3.65, -0.68)
H (0.60, -0.69, 3.19)
H (1.54, 0.28, 2.04)
H (2.30, -0.38, 3.51)
H (2.03, -3.87, 2.25)
H (1.01, -3.01, 3.41)
H (2.76, -2.95, 3.58)
H (3.29, -1.69, -1.75)
H (4.00, -0.36, -0.84)
H (1.92, -0.43, -3.01)
H (3.47, 0.42, -2.98)
H (0.89, 1.23, -3.80)
H (2.02, 2.58, -3.67)
H (-0.16, 3.49, -3.58)
H (0.44, 3.57, -1.92)
H (-2.18, 0.26, -4.28)
H (-3.86, 0.74, -4.60)
H (-3.52, -0.62, -3.54)
H (-5.07, 2.15, -2.71)
H (-4.27, 2.06, -1.13)
H (-4.91, 0.61, -1.89)
H (-1.46, 4.59, -1.81)
H (-2.86, 5.39, -2.51)
H (-1.39, 5.24, -3.47)
H (-3.33, 2.81, -5.07)
H (-3.38, 4.54, -4.79)
H (-4.53, 3.50, -3.97)
H (2.38, 3.30, -1.43)
H (3.76, 2.23, -1.70)
H (3.51, 2.82, 0.62)
H (3.27, 1.08, 0.43)
H (1.80, 5.12, 3.04)
H (3.50, 4.78, 3.34)
H (2.30, 4.27, 4.52)
H (3.29, 1.23, 2.57)
H (3.36, 1.96, 4.18)
H (4.41, 2.56, 2.89)
H (-0.44, 5.20, 1.21)
H (-1.69, 3.95, 1.35)
H (-0.37, 3.75, 0.18)
H (-0.26, 4.62, 3.89)
H (0.29, 2.96, 4.22)
H (-1.34, 3.25, 3.62)
H (4.52, -2.30, 2.16)
H (5.40, -3.02, 0.81)
H (4.39, -4.04, 1.84)
H (2.34, -3.48, -1.21)
H (3.31, -4.69, -0.36)
H (4.11, -3.49, -1.37)
O (-2.58, 0.93, 4.99)
C (-2.97, -0.34, 4.81)
O (-3.76, -0.91, 5.51)
C (-2.29, -0.98, 3.66)
C (-2.03, -2.33, 3.54)
Cl (-2.28, -3.52, 4.71)
N (-1.45, -2.54, 2.33)
N (-1.26, -1.38, 1.70)
C (-1.79, -0.44, 2.46)
C (-1.98, 0.89, 1.81)
O (-2.79, 1.69, 2.17)
O (-1.17, 1.05, 0.75)
C (-1.28, -3.78, 1.60)
C (-2.09, -4.87, 1.89)
C (-1.99, -6.02, 1.12)
C (-1.09, -6.08, 0.06)
C (-0.32, -4.97, -0.24)
C (-0.41, -3.81, 0.52)
H (-3.09, 1.31, 5.72)
H (-2.81, -4.83, 2.70)
H (-2.62, -6.87, 1.34)
H (-1.00, -6.98, -0.52)
H (0.35, -4.99, -1.09)
H (0.16, -2.94, 0.26)
Cl (1.27, -2.70, -4.00)
C (-0.33, -2.92, -3.39)
C (-1.10, -3.96, -3.88)
C (-2.37, -4.18, -3.38)
C (-2.89, -3.35, -2.40)
C (-2.12, -2.30, -1.94)
Cl (-2.71, -1.19, -0.77)
C (-0.81, -2.04, -2.40)
N (-0.12, -0.98, -1.88)
H (-0.69, -4.60, -4.66)
H (-2.97, -5.00, -3.76)
H (-3.89, -3.50, -2.00)

---

Which value of multiplicity does entry 1 give? 5

---

The highest total energy belongs to which entry? C38H56N10O6Ti